{
  "formula": "C60H144N2O13",
  "method": "the ωB97M-V functional and the def2-TZVPD basis",
  "e_lumo_ha": 0.0171,
  "homo_energy_ev": -9.17,
  "total_charge": 0,
  "total_energy_ha": -3459.82699,
  "elements": ["O", "O", "O", "O", "O", "O", "O", "O", "O", "O", "O", "O", "O", "N", "N", "C", "C", "C", "C", "C", "C", "C", "C", "C", "C", "C", "C", "C", "C", "C", "C", "C", "C", "C", "C", "C", "C", "C", "C", "C", "C", "C", "C", "C", "C", "C", "C", "C", "C", "C", "C", "C", "C", "C", "C", "C", "C", "C", "C", "C", "C", "C", "C", "C", "C", "C", "C", "C", "C", "C", "C", "C", "C", "C", "C", "H", "H", "H", "H", "H", "H", "H", "H", "H", "H", "H", "H", "H", "H", "H", "H", "H", "H", "H", "H", "H", "H", "H", "H", "H", "H", "H", "H", "H", "H", "H", "H", "H", "H", "H", "H", "H", "H", "H", "H", "H", "H", "H", "H", "H", "H", "H", "H", "H", "H", "H", "H", "H", "H", "H", "H", "H", "H", "H", "H", "H", "H", "H", "H", "H", "H", "H", "H", "H", "H", "H", "H", "H", "H", "H", "H", "H", "H", "H", "H", "H", "H", "H", "H", "H", "H", "H", "H", "H", "H", "H", "H", "H", "H", "H", "H", "H", "H", "H", "H", "H", "H", "H", "H", "H", "H", "H", "H", "H", "H", "H", "H", "H", "H", "H", "H", "H", "H", "H", "H", "H", "H", "H", "H", "H", "H", "H", "H", "H", "H", "H", "H", "H", "H", "H", "H", "H", "H", "H", "H", "H", "H", "H", "H"],
  "positions_angstrom": [[11.312208, -21.556108, 24.109107], [8.050618, -7.937423, 22.702998], [6.050043, -17.187834, 23.760681], [4.672730, -10.277376, 21.013408], [2.822927, -14.340697, 24.714537], [16.958409, -12.787685, 22.223171], [12.510317, -12.187242, 24.656701], [8.146076, -18.055981, 28.126258], [14.782664, -15.895232, 26.075444], [10.435496, -15.323658, 21.722902], [14.096754, -15.221866, 17.274459], [8.011881, -21.520951, 18.347215], [11.703875, -11.222031, 19.977073], [9.629295, -14.632400, 15.763296], [6.520507, -17.412552, 19.566779], [9.719378, -11.055794, 18.753869], [14.173411, -10.415545, 24.309036], [4.860984, -11.219229, 19.966442], [9.023237, -17.389491, 26.003764], [9.643754, -16.283238, 18.836012], [14.167234, -16.825058, 25.229078], [9.966659, -20.005921, 22.923694], [13.859585, -10.953562, 20.683864], [7.823650, -20.201298, 18.771227], [3.881099, -12.925213, 23.094311], [5.683696, -15.685072, 25.544535], [6.026517, -12.104614, 20.298790], [7.542161, -19.073010, 28.862930], [17.817372, -12.830741, 23.369698], [16.064328, -15.517069, 25.652441], [3.370886, -9.815634, 21.147373], [16.213537, -14.006298, 22.059086], [10.448076, -11.859746, 19.807405], [3.094022, -12.993023, 24.402945], [7.131439, -21.932434, 17.384868], [3.498991, -16.995703, 20.995616], [14.661854, -16.204003, 16.448353], [6.269200, -6.515739, 23.539261], [7.067987, -18.489088, 30.166677], [12.749775, -15.826029, 21.539586], [12.607920, -23.241888, 25.155136], [12.297469, -13.565646, 24.903156], [5.862012, -16.724918, 20.200684], [4.784550, -16.131229, 20.960593], [7.821863, -9.273495, 22.292577], [11.094726, -20.198216, 23.922973], [15.508613, -13.951044, 20.727214], [12.525640, -11.530200, 21.057455], [5.841217, -18.478584, 23.147591], [12.815423, -17.190828, 25.909233], [1.799923, -15.894578, 26.201508], [8.598788, -20.027890, 20.085548], [6.632046, -19.583015, 23.856913], [11.427527, -16.200446, 22.133372], [10.788388, -17.221751, 18.423761], [8.623606, -16.046907, 17.708717], [10.840085, -13.805908, 24.755961], [8.133248, -14.594588, 21.748795], [9.107290, -15.669840, 22.121628], [3.239080, -9.054986, 22.475066], [8.820106, -10.199778, 22.952721], [13.898497, -11.885256, 24.351182], [15.605364, -17.161988, 17.167682], [2.097904, -14.443596, 25.871028], [2.442030, -16.357924, 21.868226], [18.532806, -11.532765, 23.453995], [12.436289, -13.483662, 17.447866], [7.210875, -23.413697, 17.178258], [16.609388, -14.452490, 26.532432], [5.166022, -16.897643, 24.850481], [8.210564, -18.409838, 26.737120], [12.381086, -21.732794, 24.998804], [7.048832, -7.025731, 22.354890], [13.101496, -14.454711, 16.535253], [9.184497, -15.273518, 16.589122], [14.621446, -13.374915, 20.732580], [7.911248, -9.321634, 21.196958], [15.454406, -14.043042, 22.867243], [8.462794, -13.599817, 22.147754], [19.330951, -11.587169, 24.218944], [2.658805, -16.437754, 26.527754], [8.160934, -16.958614, 17.314634], [9.027139, -15.809876, 23.199975], [8.634899, -11.253744, 22.770806], [18.975029, -11.331282, 22.463341], [6.208073, -12.800477, 19.447834], [1.106807, -15.978613, 27.028932], [17.296833, -13.083432, 24.307837], [11.440680, -16.232102, 23.243437], [8.020267, -14.474396, 20.670556], [4.190176, -16.752544, 24.388976], [7.865266, -17.902479, 30.621396], [10.072478, -15.338149, 19.203632], [12.105756, -17.646736, 25.217492], [9.678778, -20.181416, 19.902108], [12.879403, -17.836310, 26.799202], [12.868536, -14.216124, 24.191891], [6.878783, -23.832490, 18.115631], [8.630825, -16.384113, 25.940163], [17.668192, -14.293242, 26.423334], [7.656185, -19.242591, 24.111256], [6.807103, -9.471275, 22.622258], [8.273531, -19.890511, 29.005212], [1.308536, -16.367146, 25.353658], [5.029674, -15.384905, 26.347736], [7.451602, -6.185088, 21.811442], [11.467672, -17.423848, 19.245341], [5.784222, -7.347330, 24.093715], [6.111182, -21.658382, 17.598939], [6.731087, -20.458713, 23.210619], [2.686660, -10.653810, 21.183742], [5.175112, -16.061807, 22.006948], [10.247196, -20.350129, 21.920398], [15.115636, -17.672910, 18.010755], [3.922110, -11.766316, 19.859466], [16.202790, -13.459229, 20.024776], [6.172693, -20.012137, 24.747230], [5.834663, -12.642322, 21.203090], [12.995275, -23.665485, 24.203320], [6.075627, -18.351632, 22.104405], [3.126066, -9.240822, 20.240492], [9.076490, -17.727028, 24.969185], [13.013107, -14.822435, 21.818136], [8.146173, -19.589281, 17.913665], [12.382960, -16.260322, 26.241090], [11.655932, -23.729677, 25.387935], [7.498616, -21.410812, 16.464059], [14.019941, -12.379595, 23.391728], [6.886944, -5.901606, 24.186965], [13.791655, -16.749921, 16.084848], [12.734550, -15.869843, 20.450111], [9.069157, -20.587584, 23.161772], [15.988203, -13.546259, 26.543306], [2.636633, -13.912319, 26.675595], [15.225273, -15.789460, 15.592359], [9.778996, -9.984268, 18.976901], [10.552356, -13.698480, 23.708866], [4.231156, -11.901037, 22.904022], [2.124490, -12.461712, 24.400730], [1.142872, -13.897589, 25.735876], [8.604637, -19.393730, 26.655853], [7.203924, -18.512647, 26.336123], [3.306827, -13.285454, 22.246495], [5.503755, -5.798275, 23.201697], [6.358645, -7.538853, 21.652706], [6.947375, -11.524576, 20.415361], [4.773474, -13.531616, 23.244873], [11.344146, -16.794175, 17.579644], [3.104295, -17.129340, 19.976671], [14.126407, -11.373713, 19.688572], [12.134331, -21.300921, 25.978393], [14.002279, -10.050463, 25.322715], [6.811147, -19.250307, 30.858674], [13.343546, -23.394074, 25.947957], [14.801689, -17.736633, 25.261000], [5.760478, -14.820052, 24.853782], [3.538781, -9.830637, 23.169756], [6.222433, -17.846103, 29.993711], [10.720821, -12.899177, 19.480476], [11.192532, -17.199244, 21.806209], [17.893181, -10.686933, 23.722633], [2.756164, -16.086946, 22.855947], [10.251978, -13.064469, 25.260309], [11.987550, -19.758336, 23.468898], [13.486455, -16.572022, 21.865548], [8.709318, -10.078778, 23.993753], [4.670430, -15.104952, 20.569795], [12.964043, -12.570507, 17.634086], [8.557899, -19.015428, 20.437920], [12.411407, -15.141005, 16.002623], [16.874242, -14.878677, 22.210667], [16.007726, -15.226009, 24.574802], [12.121474, -13.983097, 18.384530], [9.829348, -9.974479, 22.623170], [18.532465, -13.624860, 23.166238], [10.331347, -11.221531, 17.866225], [15.274627, -10.309713, 24.175921], [9.053347, -16.630954, 19.675758], [12.543637, -12.619059, 21.188166], [6.617994, -19.481967, 28.417437], [2.205836, -8.713723, 22.642842], [11.517474, -13.196129, 16.960026], [10.906903, -19.737998, 24.922524], [13.622731, -9.876014, 23.564406], [6.457729, -23.680929, 16.457898], [15.848162, -18.033257, 16.535617], [10.568751, -14.824632, 25.068352], [9.934431, -11.913581, 20.788415], [13.240721, -21.161269, 24.651433], [10.010261, -17.358166, 26.463136], [8.186108, -23.766311, 16.898197], [12.665545, -13.811439, 25.912172], [5.049755, -10.732717, 19.007147], [5.091010, -17.709261, 25.578708], [10.389046, -18.196328, 18.112663], [14.040099, -16.454563, 24.202842], [15.336119, -14.973692, 20.338406], [13.658062, -13.973841, 15.719802], [4.773129, -18.695743, 23.160291], [7.782493, -15.406927, 18.020196], [16.540762, -16.660525, 17.359244], [6.763894, -19.945732, 18.995427], [8.855119, -16.625466, 21.651299], [14.675870, -11.191172, 21.394768], [14.548335, -12.372877, 25.073174], [3.809095, -17.969229, 21.376016], [7.172210, -14.823635, 22.221205], [8.698560, -11.428996, 18.520212], [2.165808, -15.423160, 21.417079], [6.658383, -15.898568, 25.992289], [9.644975, -18.974775, 22.827452], [16.552888, -14.928946, 27.494520], [1.566770, -17.015525, 21.872811], [12.204149, -11.087186, 22.018631], [8.198082, -20.678168, 20.873128], [3.832593, -8.158816, 22.481263], [3.696906, -12.535845, 25.209364], [13.756953, -9.876794, 20.647059], [16.757478, -16.392529, 25.612895]],
  "atomic_forces_ev_per_a": [[0.02, -0.42, -0.01], [1.28, 0.28, 0.53], [0.24, -0.66, 0.05], [1.15, -0.35, 0.23], [0.96, -0.23, -1.32], [-0.27, -0.49, 0.58], [0.85, 0.54, 0.10], [-0.24, 0.11, -1.15], [-0.01, 0.65, 0.35], [-1.03, 1.09, -0.30], [-0.25, 0.66, 0.09], [0.35, -0.66, 2.06], [-0.55, 1.12, -0.66], [0.62, 0.90, -1.25], [0.84, -0.09, -0.41], [0.21, -0.65, -0.52], [1.27, -0.46, 1.09], [-0.26, 0.39, 0.09], [0.44, -0.48, -0.42], [0.12, 0.28, -0.15], [-0.52, -1.59, 1.39], [-0.32, -0.57, -0.21], [0.95, -0.64, -0.18], [-0.11, 0.35, 0.62], [-0.07, 0.40, 0.81], [0.41, 0.86, -0.22], [0.46, -0.15, -1.07], [-0.34, -0.47, 0.78], [-0.55, -0.49, -0.61], [0.49, -0.72, -2.31], [-0.62, 0.97, -0.34], [-0.38, 0.75, 0.90], [0.74, -0.78, 1.02], [0.07, 0.30, -0.15], [0.99, 0.46, -2.36], [0.78, 0.29, -0.42], [-0.16, -0.79, -0.25], [-0.64, 0.14, 0.25], [1.00, 0.57, -0.06], [0.08, -0.47, -0.16], [0.47, 0.58, -0.72], [0.87, 0.11, 0.09], [-0.90, -0.65, -0.13], [0.30, 0.77, 1.06], [-0.14, 0.25, -0.19], [-0.71, 0.67, -0.35], [1.81, -1.08, -0.88], [-0.04, -0.40, 0.59], [-0.21, 0.41, 1.27], [0.33, 0.20, -0.48], [-0.56, 0.51, -0.02], [0.59, 0.03, -1.12], [0.49, -0.15, -0.38], [-0.14, -0.41, 0.79], [-0.73, -0.13, -0.19], [-0.17, 0.84, -0.41], [-0.68, -0.76, -0.76], [0.12, 1.15, 0.19], [0.67, -0.27, 0.00], [-0.62, -0.50, -1.27], [-0.18, 0.20, -0.83], [-1.48, -1.00, -0.46], [-0.70, -0.68, -0.33], [-1.09, 0.20, 1.24], [-0.33, -0.38, -0.73], [0.84, 0.77, 0.07], [-1.10, -0.63, 0.20], [-0.72, 0.33, 0.62], [-0.53, -0.26, 0.84], [0.06, -0.25, -0.76], [-0.82, 1.16, 0.97], [-0.26, -0.99, 0.51], [-1.09, -0.72, -0.72], [1.59, -0.87, -0.33], [-0.38, -1.17, 1.23], [-0.92, 0.34, 0.15], [-0.29, -0.14, 0.07], [0.28, -0.15, -0.14], [-0.17, -0.82, -0.24], [-0.27, 0.03, -0.43], [0.81, -0.43, -0.17], [0.28, 0.00, 0.21], [0.36, -0.13, 0.29], [-0.24, -0.11, -0.40], [-0.02, 0.08, 0.48], [-0.16, 0.25, 0.61], [-0.29, 0.28, 0.23], [-0.21, 0.11, -0.33], [0.26, 0.03, -0.25], [-0.08, -0.11, -0.03], [-0.37, 0.17, 0.34], [0.02, 0.11, 0.03], [-0.20, -0.09, -0.40], [0.15, -0.07, -0.11], [-0.51, -0.45, 0.19], [0.43, 0.17, -0.41], [-0.20, 0.48, 0.26], [0.21, -0.64, 0.36], [-0.33, 0.14, 0.43], [0.31, 0.44, -0.59], [-0.73, -0.13, -0.20], [-0.35, -0.72, -0.33], [-0.33, 0.05, 0.02], [0.22, -0.16, -0.14], [-0.36, 0.07, 0.29], [0.51, 0.28, -0.22], [0.16, 0.17, 0.12], [0.33, 0.60, -0.19], [-0.55, 0.35, 0.15], [0.08, 0.14, -0.27], [-0.39, -0.47, -0.06], [-0.35, 0.20, -0.63], [0.29, 0.12, 0.43], [0.37, 0.75, 0.25], [0.01, -0.40, -0.08], [-0.27, -0.23, 0.08], [-0.23, 0.52, 0.19], [0.02, -0.50, 0.53], [-0.22, 0.19, 0.63], [0.64, -0.17, -0.31], [-0.26, 0.23, 0.28], [0.41, 0.00, -0.16], [0.42, 0.41, 0.27], [0.06, 0.57, 0.53], [-0.31, 0.40, 0.13], [0.25, 0.09, 0.10], [-0.91, -0.20, -0.01], [0.69, 0.05, -0.39], [0.30, -0.32, 0.35], [0.11, -0.48, -0.61], [-0.15, 0.04, -0.06], [0.32, 0.03, 0.29], [0.44, -0.17, -0.09], [-0.12, -0.29, 0.15], [-0.38, 0.21, 0.12], [-0.39, -0.28, 0.12], [0.11, -0.15, -0.15], [-0.21, -0.27, -0.03], [0.31, 0.12, -0.33], [0.09, -0.13, 0.17], [0.89, -1.01, -0.18], [-0.36, 0.32, -0.02], [-0.04, -0.08, -0.10], [-0.05, -0.44, -0.07], [0.10, 0.31, 0.20], [-0.16, 0.03, 0.07], [0.05, -0.16, -0.25], [0.00, -0.08, 0.22], [0.19, -0.05, 0.28], [0.04, 0.55, 0.58], [-0.16, 0.02, 0.07], [-0.33, 0.42, -0.15], [-0.43, -0.81, 0.65], [-0.12, -0.26, -0.05], [-0.19, 0.26, -0.66], [0.09, -0.52, 0.33], [0.08, 0.52, 0.82], [-0.35, 0.29, -0.01], [-0.92, 0.58, 0.21], [-0.32, -0.85, -0.18], [-0.09, -0.19, -0.10], [0.27, -0.25, 0.68], [-0.22, 0.27, 0.74], [0.27, 0.32, 0.28], [0.09, 0.40, 0.06], [0.28, 0.26, 1.41], [-0.39, -0.30, 0.29], [0.64, 0.25, 0.33], [-0.38, 0.69, 0.15], [0.00, 0.16, 0.64], [-0.07, 0.21, -0.37], [-0.02, 0.16, 0.57], [0.42, 0.25, -0.33], [0.18, 0.08, 0.14], [0.30, -0.32, 0.23], [-0.22, 0.26, -0.33], [-0.71, 0.11, -0.32], [0.12, -0.52, 0.07], [0.17, -0.13, 0.14], [0.45, -0.03, -0.60], [0.23, -0.46, 0.00], [-0.47, 0.21, -0.17], [-0.03, 0.10, -0.62], [-0.25, 0.29, -0.29], [-0.12, -0.29, -0.57], [-0.08, 0.55, -0.31], [-0.03, 0.30, 0.09], [-0.01, -0.02, -0.41], [0.44, -0.22, -0.20], [0.14, 0.10, -0.23], [0.37, -0.14, -0.09], [-0.04, -0.04, -0.12], [-0.10, 0.35, -0.06], [0.11, -0.35, -0.16], [0.04, 0.15, -0.06], [0.03, 0.02, 0.14], [-0.19, 0.58, 0.18], [-0.17, 0.33, 0.04], [-0.23, -0.17, 0.18], [0.19, -0.37, 0.36], [0.23, 0.02, 0.73], [0.34, -0.38, -0.42], [-0.19, -0.12, 0.05], [-0.48, 0.03, -0.28], [0.15, -0.14, 0.26], [-0.21, -0.07, -0.12], [0.02, 0.01, -0.21], [0.58, 0.39, 0.37], [-0.44, 0.54, -0.32], [-0.12, 0.12, -0.17], [0.13, 0.34, 0.09], [-0.21, 0.22, 0.96], [0.03, 0.25, 0.30], [-0.37, -0.17, -0.28], [0.25, -0.03, -0.40], [0.67, 0.13, 0.24], [-0.10, -0.13, -0.10], [0.10, 0.26, -0.28], [-0.37, 0.24, 0.38]]
}